Here is a molecular structure, C26H30IrN9OSb from the Open Molecules 2025 dataset. Energies are from ωB97M-V/def2-TZVPD.

```
68
Properties=species:S:1:pos:R:3:forces:R:3
Ir 0.370 -0.389 0.017 0.05 -0.13 -0.29
C 1.612 -0.883 3.452 0.03 -0.01 0.01
C 0.299 -1.560 3.206 0.04 0.00 -0.04
C -0.447 -2.074 4.271 -0.02 -0.03 0.02
C -1.591 -2.808 4.032 0.02 0.02 0.01
C -1.960 -3.077 2.711 -0.02 -0.02 -0.04
C -1.183 -2.524 1.721 0.04 0.03 0.07
N -0.107 -1.748 1.941 -0.18 0.09 0.06
Sb -1.174 -3.232 -0.292 -0.11 -0.10 0.00
C 0.932 -3.343 -0.533 0.12 0.02 -0.03
C 1.602 -4.509 -0.819 0.00 -0.01 0.00
C 2.989 -4.448 -0.977 -0.02 0.04 0.01
C 3.625 -3.230 -0.848 0.01 -0.01 -0.01
C 2.889 -2.083 -0.562 0.00 0.02 0.02
C 3.520 -0.735 -0.412 0.01 0.00 0.00
N 1.557 -2.153 -0.406 0.04 -0.08 0.04
C -1.639 -1.994 -1.965 -0.02 0.02 0.06
C -2.714 -2.189 -2.796 0.04 0.01 0.02
C -2.691 -1.475 -3.997 0.01 0.02 -0.04
C -1.590 -0.698 -4.299 -0.05 -0.03 -0.05
C -0.528 -0.587 -3.397 0.06 -0.11 0.07
C 0.733 0.122 -3.776 -0.03 0.07 0.02
N -0.590 -1.207 -2.207 -0.02 0.13 -0.15
H 1.556 -0.169 4.274 0.00 0.01 0.00
H 1.986 -0.390 2.556 -0.01 -0.02 -0.01
H 2.347 -1.637 3.746 -0.01 0.00 0.02
H -0.096 -1.923 5.284 0.01 0.00 0.00
H -2.166 -3.217 4.854 -0.01 0.00 -0.01
H -2.803 -3.716 2.484 0.00 0.00 0.00
H 1.077 -5.450 -0.919 0.00 0.00 0.00
H 3.554 -5.343 -1.200 -0.01 -0.01 0.00
H 4.698 -3.154 -0.969 0.00 0.01 0.00
H 4.592 -0.770 -0.592 0.00 0.00 -0.01
H 3.372 -0.353 0.603 -0.01 0.00 0.01
H 3.083 -0.032 -1.128 0.00 0.00 0.00
H -3.522 -2.866 -2.554 0.00 0.00 0.01
H -3.506 -1.573 -4.704 -0.01 0.00 0.01
H -1.523 -0.202 -5.258 0.01 0.01 0.00
H 0.527 1.075 -4.263 0.01 0.00 0.00
H 1.282 -0.488 -4.497 -0.01 0.00 -0.01
H 1.371 0.278 -2.909 0.01 -0.01 0.02
N -2.124 2.586 4.494 0.04 0.00 -0.01
C -1.049 2.490 3.740 -0.06 0.12 0.15
C -0.934 1.494 2.707 0.12 -0.06 -0.13
N 0.159 1.427 1.959 -0.10 0.10 0.12
C 1.117 2.319 2.212 0.01 -0.03 -0.03
C 0.999 3.302 3.249 0.04 0.03 0.04
N -0.056 3.386 3.999 -0.04 -0.13 -0.12
H -2.931 1.979 4.399 0.01 0.01 0.00
H -2.150 3.309 5.215 -0.01 -0.01 -0.01
H -1.732 0.785 2.510 -0.01 0.01 0.00
H 2.013 2.277 1.605 0.00 0.02 0.01
H 1.812 3.999 3.429 -0.01 0.01 0.01
C -1.536 4.635 -2.712 0.02 -0.04 0.01
N -1.230 3.403 -1.981 0.00 0.00 0.00
C -2.271 2.566 -1.400 0.01 0.01 -0.02
C -1.437 1.461 -0.817 0.00 -0.03 0.07
O -1.801 0.478 -0.140 0.04 -0.02 0.06
N -0.140 1.646 -1.092 -0.04 0.16 0.18
C -0.049 2.830 -1.787 0.03 -0.11 -0.13
N 1.111 3.309 -2.200 -0.02 0.01 0.02
H -2.050 4.401 -3.643 -0.01 0.02 0.00
H -0.624 5.181 -2.939 0.00 0.01 0.01
H -2.165 5.273 -2.094 -0.01 0.00 -0.02
H -2.964 2.186 -2.156 -0.01 0.00 0.00
H -2.850 3.096 -0.641 -0.01 0.00 0.00
H 1.954 2.780 -2.050 0.01 0.01 0.00
H 1.185 4.158 -2.739 0.00 0.00 0.00
```
Positions in Å, forces in eV/Å.

⟨S²⟩: 8.80
Charge: +4
Energy above the lowest of the compared OMol25 structures with the same formula, charge and spin, eV: 3.129
DFT total energy, a.u.: -1919.843821
Spin multiplicity: 6
Highest occupied orbital energy (alpha / beta), eV: -19.4 / -20.1